Entry 1:
ORCA calculation (ωB97M-V with the def2-TZVPD basis set) on a single C17H23NO3S molecule.

Values from the calculation:
**Energy above the lowest of the compared OMol25 structures with the same formula, charge and spin**: 0.076 eV
**Charge**: 0
**DFT total energy**: -1340.30331 Ha
**E_LUMO**: 0.2 eV
**Orbital gap**: 8.85 eV

Last column: natural (NBO) charge in e.
Positions of all 45 atoms, in Å:
O 2.345 0.332 2.817  -0.628
C 1.458 0.989 2.314  0.673
N 1.251 1.110 0.994  -0.629
H 0.437 1.624 0.687  0.403
C 1.954 0.324 -0.003  -0.044
C 1.196 -0.992 -0.253  -0.411
H 1.856 -1.705 -0.746  0.203
C -0.117 -0.894 -1.037  -0.412
H -0.622 0.048 -0.816  0.188
C -0.008 -1.073 -2.557  -0.393
H -0.969 -1.465 -2.898  0.209
H 0.744 -1.831 -2.786  0.194
C 0.277 0.200 -3.362  -0.403
H -0.221 0.115 -4.331  0.210
C 1.751 0.494 -3.653  -0.387
C 2.700 0.442 -2.454  -0.409
H 2.883 -0.596 -2.185  0.199
H 3.660 0.855 -2.771  0.213
C 2.184 1.208 -1.230  -0.412
H 1.247 1.706 -1.481  0.192
H 2.891 1.991 -0.947  0.218
H 1.806 1.487 -4.107  0.200
H 2.111 -0.221 -4.397  0.201
H -0.187 1.049 -2.855  0.190
H -0.770 -1.687 -0.664  0.217
H 0.981 -1.403 0.737  0.222
H 2.917 0.061 0.450  0.227
C 0.490 1.801 3.172  -0.643
H 0.803 2.847 3.174  0.256
H 0.503 1.439 4.200  0.241
S -1.214 1.859 2.521  0.290
C -1.632 0.160 2.302  -0.037
C -0.889 -0.854 2.901  -0.288
C -1.203 -2.182 2.688  -0.153
C -2.268 -2.535 1.872  -0.243
C -3.023 -1.541 1.288  -0.133
C -2.727 -0.193 1.497  -0.246
C -3.613 0.778 0.830  0.778
O -4.421 0.491 -0.020  -0.593
O -3.460 2.040 1.258  -0.685
H -4.071 2.631 0.791  0.509
H -3.864 -1.773 0.653  0.241
H -2.505 -3.574 1.701  0.221
H -0.606 -2.945 3.164  0.221
H -0.054 -0.619 3.540  0.234

Force components x, y, z for each atom (eV/Å):
0.293 -0.305 0.200
-0.299 0.412 0.112
0.006 0.135 -0.430
0.030 -0.036 0.134
0.179 -0.192 0.031
0.004 0.164 0.100
0.037 -0.087 -0.004
0.234 -0.305 -0.023
-0.145 0.085 0.038
-0.237 0.281 0.032
0.047 -0.064 -0.036
0.025 -0.144 -0.027
0.163 -0.156 -0.151
-0.042 0.086 0.023
-0.051 -0.019 0.099
-0.105 0.181 -0.084
0.075 -0.089 0.001
0.035 -0.093 0.040
0.211 -0.208 0.090
-0.096 0.109 0.003
-0.091 0.052 0.029
0.059 0.000 -0.076
-0.001 0.038 -0.092
-0.073 0.046 -0.013
-0.033 0.093 0.041
0.102 -0.015 -0.030
-0.106 0.053 -0.114
-0.482 -0.331 0.008
-0.043 -0.012 0.023
0.168 -0.031 -0.106
0.575 0.537 0.379
-0.039 0.084 -0.007
0.005 -0.002 0.041
-0.055 -0.030 -0.055
0.043 -0.035 0.038
-0.052 0.203 -0.008
0.234 -0.262 0.217
-0.598 0.091 -0.610
0.080 -0.025 0.090
-0.117 0.252 0.163
-0.012 -0.312 -0.095
-0.054 -0.025 -0.047
-0.038 -0.088 -0.018
0.061 -0.071 0.041
0.104 0.039 0.054

Entry 2:
ORCA calculation (ωB97M-V with the def2-TZVPD basis set) on a gas-phase ion, C5H8NS (charge +1) in a non-equilibrium geometry.

Values from the calculation:
**Energy above the lowest of the compared OMol25 structures with the same formula, charge and spin**: 5.293 eV
**Charge**: +1
**DFT total energy**: -647.80373 Ha
**E_LUMO (spin up / spin down)**: -7.8 / -7.6 eV
**Orbital gap (spin up / spin down)**: 5.23 / 5.43 eV

Last column: natural (NBO) charge in e.
Positions of all 15 atoms, in Å:
C 0.121 -0.701 -0.167  -0.038
C 0.391 -3.176 -0.291  0.013
C -1.063 -0.565 0.412  -0.379
C -0.521 2.322 0.059  0.146
C 0.930 1.969 -0.108  -0.720
N 0.779 -1.996 -0.110  -0.457
S 1.093 0.479 -1.104  0.491
H 1.201 -4.005 -0.226  0.233
H -0.733 -3.288 -0.536  0.168
H -1.529 -1.385 0.978  0.261
H -1.496 0.518 0.472  0.178
H -1.086 2.625 -0.848  0.237
H -0.977 2.532 1.071  0.250
H 1.575 2.779 -0.525  0.345
H 1.316 1.892 0.923  0.272

Force components x, y, z for each atom (eV/Å):
0.272 -2.969 -0.229
-1.307 0.037 -0.491
-0.384 2.225 0.495
1.258 0.931 -0.655
-1.058 0.842 2.376
1.793 2.122 -0.037
-0.720 -0.282 0.247
-1.891 1.219 0.029
1.706 -0.807 0.122
0.127 0.705 -0.205
0.163 -1.798 -0.208
0.070 -0.728 0.635
0.518 -0.598 -1.201
-0.808 -0.321 -0.395
0.263 -0.578 -0.484

Entry 3:
ORCA calculation (ωB97M-V with the def2-TZVPD basis set) on 2 unconnected molecules or ions with the total composition C4H12O in a non-equilibrium geometry.

Values from the calculation:
**Energy above the lowest of the compared OMol25 structures with the same formula, charge and spin**: 0.791 eV
**Charge**: 0
**DFT total energy**: -234.80356 Ha
**E_LUMO**: 1.0 eV
**Orbital gap**: 11.14 eV

Last column: natural (NBO) charge in e.
Positions of all 17 atoms, in Å:
C -1.869 0.779 -1.684  -0.050
C -1.463 0.635 -0.221  -0.643
O -0.795 0.671 -2.584  -0.746
H -2.550 0.040 -2.115  0.186
H -2.341 1.778 -1.793  0.150
H -0.885 -0.276 -0.022  0.206
H 0.041 1.063 -2.424  0.473
H -2.377 0.520 0.358  0.217
H -0.812 1.427 0.133  0.208
C 1.228 -0.825 1.968  -0.607
C 2.049 -0.790 0.694  -0.613
H 0.169 -0.959 1.759  0.206
H 1.536 -1.670 2.581  0.204
H 1.427 0.101 2.516  0.202
H 3.130 -0.716 0.748  0.211
H 1.628 -0.069 -0.014  0.196
H 1.885 -1.709 0.100  0.200

Force components x, y, z for each atom (eV/Å):
0.643 1.173 0.016
-0.229 -1.335 -0.295
-0.521 -1.156 -1.541
-0.203 -0.034 0.827
0.006 -0.398 -0.018
-0.174 -0.073 -0.409
0.698 0.898 1.004
0.045 0.427 0.374
-0.297 0.512 -0.006
0.920 0.065 0.174
-0.982 -1.095 -1.736
-0.013 0.238 0.024
0.010 0.040 0.202
-0.425 -0.177 0.184
0.022 0.426 0.478
0.417 0.488 0.263
0.083 0.000 0.460

Entry 4:
ORCA calculation (ωB97M-V with the def2-TZVPD basis set) on a single C2H8N2S molecule in a non-equilibrium geometry.

Values from the calculation:
**Energy above the lowest of the compared OMol25 structures with the same formula, charge and spin**: 2.486 eV
**Charge**: 0
**DFT total energy**: -588.58851 Ha
**E_LUMO**: 0.9 eV
**Orbital gap**: 9.01 eV

Last column: natural (NBO) charge in e.
Positions of all 13 atoms, in Å:
C 0.843 1.425 -0.687  -0.431
C -0.890 -1.138 1.176  -0.434
N -0.166 0.806 0.171  -0.444
N -0.032 -0.580 0.220  -0.384
S -0.060 -1.531 -1.282  0.052
H 1.721 0.965 -0.385  0.208
H 0.736 1.501 -1.762  0.188
H 1.021 2.393 -0.420  0.203
H -0.823 -2.166 1.354  0.224
H -0.505 -0.734 2.044  0.212
H -1.955 -0.687 1.259  0.153
H -1.197 0.959 -0.043  0.325
H 1.308 -1.214 -1.643  0.127

Force components x, y, z for each atom (eV/Å):
-1.570 -0.940 -0.099
-2.215 2.012 1.166
-2.185 0.065 -0.765
1.568 -1.249 -1.897
1.813 1.200 -0.373
1.882 -1.244 0.010
-0.417 -0.900 -0.382
-0.095 2.871 1.167
-0.158 -1.620 -0.638
0.792 0.855 2.476
0.980 -1.072 -0.976
1.654 0.625 -0.201
-2.051 -0.603 0.512

Entry 5:
ORCA calculation (ωB97M-V with the def2-TZVPD basis set) on 2 unconnected molecules or ions with the total composition C27H24N2O6S2 in a non-equilibrium geometry.

Values from the calculation:
**Energy above the lowest of the compared OMol25 structures with the same formula, charge and spin**: 0.000 eV
**Charge**: 0
**DFT total energy**: -2400.55450 Ha
**E_LUMO**: -0.6 eV
**Orbital gap**: 7.65 eV

Last column: natural (NBO) charge in e.
Positions of all 61 atoms, in Å:
C 5.169 -5.062 1.239  -0.188
C 3.819 -5.045 1.595  -0.172
C 3.185 -3.818 1.763  -0.313
C 3.886 -2.634 1.634  -0.215
C 5.236 -2.642 1.306  -0.209
C 5.872 -3.862 1.087  -0.186
S 2.972 -1.102 1.929  2.157
O 3.189 -0.686 3.300  -0.889
O 3.180 -0.209 0.811  -0.903
C 1.363 -1.860 1.795  -0.629
C 0.226 -1.181 1.478  -0.058
C -1.042 -1.891 1.526  -0.129
C -1.339 -2.752 2.612  -0.196
C -2.462 -3.569 2.602  -0.196
C -3.336 -3.537 1.509  -0.188
C -3.085 -2.654 0.451  -0.231
C -1.969 -1.812 0.474  -0.118
S 1.416 -3.634 2.134  2.161
O 0.660 -4.370 1.154  -0.897
O 1.230 -3.859 3.558  -0.909
H 5.679 -6.012 1.086  0.228
H 3.255 -5.961 1.745  0.240
H 5.759 -1.695 1.222  0.241
H 6.924 -3.869 0.808  0.227
H 0.317 -0.155 1.125  0.251
H -0.707 -2.743 3.500  0.246
H -2.616 -4.250 3.438  0.221
H -4.188 -4.217 1.476  0.218
H -3.746 -2.638 -0.414  0.219
H -1.757 -1.114 -0.339  0.215
O 0.863 2.915 -1.671  -0.575
C -0.057 3.099 -2.473  0.693
C -0.224 2.565 -3.839  -0.151
C -1.558 2.679 -4.195  -0.064
C -2.026 2.089 -5.361  -0.189
C -1.107 1.420 -6.184  -0.192
C 0.254 1.345 -5.831  -0.193
C 0.705 1.917 -4.637  -0.155
C -2.266 3.407 -3.107  0.672
O -3.461 3.629 -2.954  -0.544
N -1.245 3.772 -2.201  -0.467
C -1.488 4.397 -0.894  -0.222
C -1.872 3.412 0.205  -0.052
C -2.275 4.122 1.510  -0.405
C -1.854 3.160 2.633  -0.412
C -0.815 2.205 1.995  -0.213
N -0.962 2.341 0.559  -0.678
H -3.083 2.159 -5.611  0.236
H -1.439 0.951 -7.112  0.224
H 0.956 0.833 -6.490  0.224
H 1.745 1.895 -4.317  0.238
H -0.578 4.951 -0.628  0.218
H -2.302 5.116 -1.050  0.233
H -2.786 2.921 -0.173  0.173
H -1.750 5.083 1.605  0.198
H -3.352 4.328 1.508  0.218
H -1.435 3.669 3.504  0.217
H -2.745 2.614 2.964  0.206
H 0.218 2.444 2.331  0.183
H -1.029 1.176 2.328  0.176
H -0.125 2.220 -0.018  0.409

Force components x, y, z for each atom (eV/Å):
-0.143 0.184 0.119
-0.022 0.084 -0.037
-0.528 0.172 0.075
0.036 0.378 0.080
-0.055 0.018 0.008
-0.170 0.076 0.105
0.039 -0.595 -0.086
-0.061 -0.099 -1.106
-0.087 -0.258 0.830
-0.908 0.488 -0.009
1.692 -1.097 0.178
-1.372 -0.469 0.356
-0.102 0.593 -0.031
-0.003 0.155 -0.319
0.417 0.074 -0.047
0.145 0.061 0.123
0.215 -0.128 0.118
0.879 0.093 0.585
0.328 0.182 0.402
0.257 -0.149 -1.079
-0.162 0.230 0.045
0.114 0.074 -0.132
0.052 -0.150 -0.072
-0.232 -0.055 0.067
-0.141 -0.078 0.053
-0.150 -0.028 -0.386
-0.113 0.216 -0.227
0.177 0.254 -0.023
0.095 0.056 0.258
-0.199 -0.246 0.102
-1.313 0.595 -1.583
1.002 -0.047 1.198
0.356 -0.571 -0.409
0.072 -0.464 -0.529
0.019 0.092 -0.063
0.258 0.129 0.289
-0.337 0.161 0.068
-0.074 0.089 -0.028
-1.285 0.431 0.571
1.909 -0.190 -0.314
-0.210 -0.175 0.721
0.394 0.016 -0.114
-1.472 -0.375 -0.344
0.442 0.258 -0.012
-0.219 -0.156 -0.181
0.349 0.001 0.530
0.696 -0.194 -0.368
0.217 -0.066 -0.042
0.043 0.157 0.297
-0.213 0.140 0.180
-0.202 -0.192 -0.146
-0.128 -0.113 -0.071
0.123 -0.206 0.165
-0.017 0.205 -0.059
-0.049 -0.149 -0.059
0.279 0.024 0.088
-0.121 -0.014 -0.138
0.313 -0.066 0.011
-0.471 -0.035 -0.114
0.097 0.211 -0.063
-0.457 0.464 0.571

Entry 6:
ORCA calculation (ωB97M-V with the def2-TZVPD basis set) on 3 unconnected molecules or ions with the total composition C13H21F6N2O8P in a non-equilibrium geometry.

Values from the calculation:
**Charge**: 0
**DFT total energy**: -2160.00859 Ha
**E_LUMO**: 0.0 eV
**Orbital gap**: 9.73 eV

Last column: natural (NBO) charge in e.
Positions of all 51 atoms, in Å:
N 0.665 1.929 -0.339  -0.829
C -0.186 1.077 0.558  -0.230
C -1.246 0.173 -0.262  -0.236
P -3.076 0.608 -0.205  2.254
O -3.748 0.029 -1.461  -1.115
O -3.309 2.271 -0.262  -0.963
O -3.896 -0.075 1.112  -0.955
C -1.134 -1.305 0.306  -0.418
C -0.700 -2.044 -1.074  -0.517
C -0.310 -0.934 -2.134  0.697
O 0.362 -1.044 -3.174  -0.562
N -0.842 0.358 -1.672  -0.645
H 0.871 2.818 0.128  0.367
H 1.581 1.468 -0.389  0.356
H 0.544 0.377 1.074  0.184
H -0.633 1.735 1.350  0.213
H -3.023 2.562 -1.146  0.512
H -4.143 -0.962 0.787  0.513
H -0.479 -1.472 1.203  0.240
H -2.081 -1.855 0.557  0.217
H 0.042 -2.861 -0.871  0.243
H -1.679 -2.489 -1.426  0.250
H -1.494 0.827 -2.300  0.425
C 1.062 2.809 -4.602  -0.640
C 2.501 2.869 -4.130  -0.079
O 3.102 4.122 -4.499  -0.478
C 2.877 5.146 -3.666  0.689
O 2.224 5.078 -2.665  -0.537
C 3.609 6.394 -4.153  0.898
F 3.489 6.572 -5.478  -0.308
F 4.925 6.326 -3.890  -0.310
F 3.155 7.509 -3.573  -0.302
H 1.002 3.001 -5.676  0.213
H 0.628 1.832 -4.385  0.237
H 0.452 3.570 -4.110  0.216
H 3.082 2.087 -4.619  0.199
H 2.577 2.697 -3.054  0.201
C -1.887 -5.855 4.420  -0.637
C -0.448 -5.790 4.890  -0.081
O 0.141 -4.526 4.543  -0.480
C -0.092 -3.518 5.396  0.687
O -0.742 -3.611 6.395  -0.526
C 0.628 -2.256 4.931  0.899
F 0.506 -2.053 3.608  -0.317
F 1.944 -2.313 5.190  -0.306
F 0.169 -1.154 5.530  -0.299
H -1.951 -5.645 3.350  0.213
H -2.311 -6.842 4.613  0.225
H -2.500 -5.109 4.930  0.223
H 0.140 -6.556 4.384  0.198
H -0.366 -5.976 5.962  0.203

Force components x, y, z for each atom (eV/Å):
0.116 -0.030 1.116
0.941 0.268 0.538
0.024 1.819 1.890
-3.156 -0.722 -2.876
1.846 0.843 2.424
0.675 -2.130 1.209
1.822 1.629 -1.333
-0.046 -1.319 -2.459
-0.277 0.099 0.815
0.885 0.793 -1.268
-2.138 0.010 2.903
0.194 -4.018 0.299
-0.296 -0.372 -0.195
-0.562 0.286 -0.347
-1.265 0.538 -0.322
0.092 -0.791 -0.743
-0.205 -0.147 0.245
-0.073 0.550 0.003
-0.263 0.631 -1.190
0.618 1.185 -0.056
-0.545 0.893 -0.700
1.326 0.360 -0.080
0.336 -0.322 0.094
-0.197 0.279 -0.001
-0.444 -0.751 0.022
0.352 0.742 0.197
-0.403 -1.487 0.038
0.207 0.570 -0.059
0.589 1.342 -0.546
-0.180 -0.318 0.116
-0.152 -0.371 0.161
-0.195 -0.438 0.169
0.081 -0.149 0.028
0.114 0.000 -0.013
0.081 -0.071 0.101
0.136 0.296 -0.101
-0.027 0.290 -0.049
-0.147 0.325 -0.028
-0.354 -0.712 0.023
0.324 0.704 0.137
-0.400 -1.449 0.042
0.191 0.568 -0.075
0.661 1.424 -0.365
-0.200 -0.324 0.022
-0.153 -0.420 0.113
-0.245 -0.459 0.131
0.069 -0.136 0.027
0.064 0.036 -0.002
0.043 -0.107 0.078
0.140 0.293 -0.078
-0.001 0.269 -0.052

> Which of these has the lowest DFT total energy?

C27H24N2O6S2